[1]
ORCA calculation (ωB97M-V/def2-TZVPD) on a 7-piece molecular cluster, C26H59N5O6 overall.

Its LUMO energy is 0.1473 Ha. The highest occupied orbital energy comes out at -0.041 Eh. The total energy comes out at -47653.0281 eV. The calculation puts the frontier orbital gap at 5.1 eV.

ORCA input file:
```
! wB97M-V def2-TZVPD RIJCOSX def2/J DEFGRID3
* xyz -2 1
N -37.201 2.295 12.431
H -36.601 1.580 12.880
H -37.163 2.321 11.380
H -36.851 3.222 12.741
H -38.234 2.231 12.715
N -40.227 4.762 13.848
H -41.112 4.651 13.271
H -39.490 5.271 13.318
H -39.959 3.751 13.717
H -40.352 4.986 14.854
C -35.756 7.378 11.356
C -36.574 6.604 12.197
C -35.947 5.544 13.076
O -36.680 4.824 13.835
C -34.565 5.365 13.043
C -33.680 6.161 12.256
C -34.344 7.249 11.344
O -33.599 7.928 10.644
O -32.465 6.010 12.214
O -37.805 6.806 12.260
H -36.197 8.101 10.684
H -34.111 4.613 13.679
O -42.102 4.094 11.984
C -41.656 2.929 11.431
C -40.920 1.846 12.281
O -39.824 2.174 13.064
H -41.044 3.142 10.510
H -42.549 2.372 11.037
H -40.618 1.134 11.471
H -41.718 1.409 12.917
C -33.246 -0.880 12.614
C -34.412 0.067 12.311
N -35.383 0.263 13.385
C -36.085 -0.997 13.657
C -37.460 -0.750 14.269
C -34.771 0.715 14.643
C -34.013 2.026 14.504
H -32.501 -0.431 13.276
H -32.775 -1.115 11.658
H -33.550 -1.800 13.112
H -34.076 1.038 11.931
H -34.919 -0.341 11.429
H -36.285 -1.537 12.725
H -35.483 -1.694 14.258
H -37.425 -0.221 15.219
H -38.078 -0.132 13.612
H -37.986 -1.702 14.367
H -34.132 -0.092 15.046
H -35.560 0.795 15.391
H -33.944 2.416 15.522
H -34.516 2.763 13.882
H -33.000 1.891 14.122
C -37.930 5.134 8.502
C -37.575 4.496 9.832
N -36.995 3.145 9.787
C -35.655 3.070 9.195
C -34.639 3.923 9.954
C -37.933 2.222 9.117
C -37.640 0.751 9.366
H -38.470 6.071 8.640
H -38.604 4.531 7.888
H -37.033 5.366 7.921
H -36.909 5.168 10.375
H -38.452 4.462 10.487
H -35.316 2.037 9.150
H -35.679 3.474 8.167
H -34.945 4.967 9.957
H -34.617 3.669 11.019
H -33.634 3.798 9.552
H -38.031 2.425 8.039
H -38.931 2.477 9.493
H -37.663 0.461 10.416
H -36.637 0.525 8.995
H -38.363 0.135 8.832
C -39.869 7.453 16.177
C -40.588 6.458 17.083
N -40.412 5.083 16.634
C -39.064 4.611 16.961
C -38.663 3.244 16.421
C -41.393 4.153 17.175
C -42.841 4.582 16.943
H -40.109 8.476 16.478
H -40.214 7.310 15.155
H -38.787 7.356 16.229
H -40.311 6.576 18.152
H -41.647 6.724 17.104
H -38.343 5.292 16.494
H -38.828 4.726 18.036
H -37.643 3.046 16.761
H -39.292 2.464 16.858
H -38.669 3.158 15.338
H -41.251 4.017 18.266
H -41.271 3.172 16.720
H -43.531 3.745 16.869
H -42.933 5.114 15.989
H -43.168 5.322 17.677
*
```

Here are the Löwdin charges for atoms 1 to 8, given in e: 0.25, 0.07, 0.07, 0.08, 0.06, 0.22, 0.06, 0.11

***

[2]
ORCA calculation (ωB97M-V/def2-TZVPD) on C26H60B3CdF18N6O10 as an isolated structure.

Its LUMO energy is -0.3205 Ha. The highest occupied orbital energy comes out at -0.363 Eh. The total energy comes out at -112840.5911 eV. The calculation puts the frontier orbital gap at 1.2 eV.

ORCA input file:
```
! wB97M-V def2-TZVPD RIJCOSX def2/J DEFGRID3
* xyz 3 1
Cd 0.496 -0.993 0.527
C 0.238 -5.827 -0.119
C 1.051 -5.564 1.206
O 2.300 -5.730 1.176
N 0.324 -5.090 2.476
H -0.201 -4.269 2.210
H -0.346 -5.807 2.715
C 1.396 -4.730 3.518
H -0.739 -5.342 -0.133
H 0.062 -6.896 -0.238
H 0.803 -5.496 -0.990
H 2.049 -3.968 3.092
H 1.914 -5.650 3.786
H 0.895 -4.424 4.437
C 1.182 1.704 -4.724
C 0.220 0.772 -5.503
O 0.261 0.464 -6.680
N -0.964 0.249 -4.602
H -0.605 -0.374 -3.893
H -1.378 1.042 -4.133
C -1.991 -0.588 -5.396
H 1.698 2.305 -5.473
H 1.849 0.985 -4.250
H 0.668 2.384 -4.044
H -2.437 -0.047 -6.231
H -2.620 -0.969 -4.592
H -1.527 -1.515 -5.735
C -3.752 0.242 -1.888
C -4.806 1.200 -1.273
O -5.500 0.905 -0.269
N -5.026 2.588 -1.920
H -4.697 3.305 -1.289
H -4.412 2.734 -2.708
C -6.447 2.794 -2.408
H -2.809 0.607 -1.480
H -3.753 0.332 -2.974
H -3.912 -0.796 -1.599
H -6.609 2.114 -3.245
H -6.534 3.852 -2.653
H -7.114 2.566 -1.576
C 2.237 -4.073 -3.791
C 2.006 -3.752 -5.228
O 2.070 -2.589 -5.646
N 1.642 -4.948 -6.144
H 1.947 -5.827 -5.751
H 0.635 -5.028 -6.151
C 2.229 -4.746 -7.608
H 1.338 -4.528 -3.375
H 2.427 -3.132 -3.276
H 3.084 -4.716 -3.552
H 1.764 -5.623 -8.058
H 3.301 -4.702 -7.415
H 2.081 -3.799 -8.127
C -0.120 4.536 -0.700
C -0.024 4.705 -2.184
O 1.040 4.454 -2.728
N -1.313 4.988 -2.983
H -1.540 4.174 -3.537
H -2.119 5.056 -2.378
C -1.119 6.147 -3.959
H -0.509 5.526 -0.462
H 0.867 4.409 -0.257
H -0.796 3.720 -0.445
H -0.105 6.187 -4.355
H -1.222 7.072 -3.391
H -1.967 6.015 -4.632
C 3.517 2.823 2.662
C 4.973 2.613 2.273
O 5.332 2.728 1.122
N 5.974 2.411 3.328
H 6.515 3.258 3.427
H 5.415 2.458 4.168
C 6.643 1.020 3.163
H 3.147 2.218 3.490
H 2.858 2.342 1.939
H 3.262 3.882 2.709
H 6.823 0.742 2.125
H 5.984 0.245 3.555
H 7.574 0.989 3.728
C -0.685 0.371 7.882
O 0.114 1.085 6.936
O 0.213 -0.341 8.692
C -1.863 1.226 8.618
F -1.363 2.307 9.153
F -2.842 1.547 7.724
F -2.443 0.559 9.692
C -0.515 1.899 5.977
C 0.397 2.056 4.771
H 0.982 1.143 4.661
H -0.119 2.197 3.821
H 1.193 2.791 4.887
H -0.944 2.859 6.265
H -1.383 1.379 5.572
H -1.188 -0.333 7.219
C -1.431 -1.746 2.519
O -1.411 -0.504 1.865
O -0.410 -2.391 1.775
C -1.353 -1.874 4.107
F -1.794 -3.059 4.486
F -0.065 -1.779 4.524
F -2.021 -0.981 4.811
C -2.679 0.086 1.789
C -2.479 1.511 1.221
H -1.951 1.518 0.267
H -3.431 2.026 1.094
H -1.839 1.929 1.998
H -3.356 0.188 2.637
H -3.283 -0.381 1.011
H -2.363 -2.303 2.423
B -0.419 -2.079 -1.775
F -1.005 -1.042 -1.097
F -1.241 -3.146 -1.950
F -0.115 -1.588 -2.976
F 0.632 -2.426 -1.055
B 0.936 1.206 -0.821
F 0.067 1.464 -1.826
F 1.888 2.231 -0.635
F 0.171 1.023 0.252
F 1.538 -0.034 -1.099
B 2.613 -0.974 2.067
F 2.616 -1.906 2.992
F 3.759 -0.234 1.892
F 2.339 -1.576 0.855
F 1.452 -0.229 2.095
*
```

Here are the Löwdin charges for atoms 1 to 8, given in e: 1.55, 0.03, -0.26, 0.11, 0.11, 0.10, 0.18, 0.04

***

[3]
ORCA calculation (ωB97M-V/def2-TZVPD) on a 7-piece molecular cluster, C26H60BN6O12PS overall.

As for the structure (SMILES): CCC[C@@]1(P(C)O)CS(=O)(=O)OC[C@H]1B(O)O.CN(C)C=O.CN(C)C=O.CN(C)C=O.CN(C)C=O.CN(C)C=O.CN(C)C=O. Its LUMO energy is 0.0055 Ha. The highest occupied orbital energy comes out at -0.298 Eh. The total energy comes out at -82247.0157 eV. The calculation puts the frontier orbital gap at 8.2 eV.

ORCA input file:
```
! wB97M-V def2-TZVPD RIJCOSX def2/J DEFGRID3
* xyz 0 1
C -1.058 5.806 6.420
C -0.500 4.938 5.227
C -1.722 4.319 4.446
C -1.895 2.760 4.580
P -0.853 2.007 3.179
C -0.772 0.148 3.376
O 0.757 2.544 3.334
C -1.476 2.161 5.973
S -2.768 2.503 7.252
O -3.406 1.214 7.647
O -2.059 3.160 8.387
O -3.855 3.532 6.564
C -4.428 3.002 5.359
C -3.401 2.370 4.332
B -3.939 2.661 2.838
O -4.771 1.656 2.251
O -3.680 3.812 2.065
H -0.370 5.898 7.285
H -1.234 6.850 6.053
H -2.064 5.448 6.745
H -0.014 5.657 4.521
H 0.284 4.212 5.517
H -1.561 4.529 3.357
H -2.629 4.900 4.734
H -0.737 -0.360 2.383
H -1.677 -0.205 3.923
H 0.117 -0.227 3.939
H 1.088 2.680 2.436
H -0.460 2.426 6.318
H -1.488 1.049 5.855
H -5.212 2.235 5.569
H -4.965 3.844 4.853
H -3.465 1.257 4.469
H -5.562 2.130 1.965
H -3.815 4.599 2.605
C 1.679 2.273 -0.270
O 0.747 3.051 -0.134
N 1.842 1.432 -1.309
C 2.977 0.533 -1.400
C 0.847 1.422 -2.371
H 2.489 2.197 0.477
H 3.538 0.759 -2.312
H 2.620 -0.488 -1.439
H 3.635 0.648 -0.539
H 0.789 2.417 -2.816
H -0.127 1.171 -1.948
H 1.114 0.701 -3.124
C -0.672 0.932 -5.714
O -0.154 0.696 -4.637
N -1.955 1.322 -5.889
C -2.506 1.584 -7.204
C -2.803 1.483 -4.721
H -0.115 0.840 -6.658
H -2.849 2.620 -7.252
H -3.350 0.914 -7.382
H -1.755 1.421 -7.976
H -2.366 2.229 -4.055
H -2.864 0.533 -4.184
H -3.800 1.798 -5.020
C -1.105 -2.179 -6.485
O -0.740 -1.982 -7.630
N -0.959 -3.337 -5.806
C -1.421 -3.493 -4.436
C -0.319 -4.459 -6.466
H -1.603 -1.395 -5.894
H -0.572 -3.744 -3.797
H -2.152 -4.290 -4.393
H -1.876 -2.569 -4.076
H 0.692 -4.175 -6.766
H -0.885 -4.724 -7.361
H -0.275 -5.315 -5.795
C -3.627 -4.735 -2.094
O -2.646 -5.200 -2.642
N -3.858 -4.762 -0.761
C -5.052 -4.186 -0.175
C -2.877 -5.389 0.106
H -4.429 -4.238 -2.662
H -4.767 -3.403 0.531
H -5.607 -4.965 0.354
H -5.691 -3.755 -0.944
H -1.917 -4.881 -0.007
H -2.753 -6.434 -0.184
H -3.200 -5.333 1.143
C 3.105 -2.827 0.723
O 2.718 -1.950 -0.025
N 3.607 -4.017 0.326
C 4.052 -5.019 1.272
C 3.704 -4.295 -1.096
H 3.075 -2.712 1.819
H 5.110 -5.232 1.103
H 3.472 -5.934 1.129
H 3.919 -4.671 2.296
H 4.340 -3.543 -1.569
H 2.710 -4.241 -1.544
H 4.126 -5.285 -1.259
C 7.045 -0.498 -0.078
O 6.893 -1.383 -0.895
N 7.478 0.755 -0.354
C 7.634 1.761 0.677
C 7.796 1.097 -1.729
H 6.830 -0.656 0.992
H 6.993 2.615 0.449
H 8.676 2.089 0.708
H 7.360 1.361 1.652
H 6.910 0.958 -2.351
H 8.584 0.435 -2.094
H 8.129 2.131 -1.793
*
```

Here are the Löwdin charges for atoms 1 to 8, given in e: -0.10, -0.22, -0.19, -0.53, 0.99, -0.26, -0.30, -0.17

***

[4]
ORCA calculation (ωB97M-V/def2-TZVPD) on a 4-piece molecular cluster, C26H60N2O14P3 overall.

Its LUMO energy is -0.0424 Ha. The highest occupied orbital energy comes out at -0.164 Eh. The total energy comes out at -87438.9550 eV. The calculation puts the frontier orbital gap at 3.3 eV.

ORCA input file:
```
! wB97M-V def2-TZVPD RIJCOSX def2/J DEFGRID3
* xyz -1 1
C 4.815 3.028 3.755
C 5.189 1.585 4.435
C 5.231 0.314 3.402
C 5.555 0.693 1.840
C 3.890 -0.666 3.480
N 2.639 0.046 3.942
C 2.040 0.942 2.882
C 1.332 2.314 3.462
N 0.791 2.467 4.716
C 4.244 -1.782 4.674
O 3.524 -1.809 5.831
O 5.352 -2.745 4.586
H 4.457 3.774 4.607
H 4.036 2.910 2.890
H 5.800 3.509 3.298
H 6.258 1.692 4.946
H 4.422 1.423 5.335
H 6.133 -0.378 3.767
H 4.908 1.557 1.389
H 5.287 -0.280 1.201
H 6.718 0.835 1.714
H 3.719 -1.284 2.500
H 1.896 -0.677 4.136
H 2.781 1.205 1.993
H 1.161 0.319 2.367
H 1.257 3.254 2.733
H 0.901 1.563 5.224
O -2.780 0.665 -0.271
P -2.102 0.288 -1.611
O -1.027 -0.773 -0.931
C -1.498 -2.069 -0.604
C -1.775 -2.895 -1.847
O -1.096 1.618 -1.648
C -1.452 2.791 -0.924
C -0.889 2.754 0.489
O -1.344 -0.134 -3.108
C -2.226 -0.104 -4.223
C -2.826 1.272 -4.448
H -2.392 -1.996 0.022
H -0.717 -2.557 -0.013
H -2.644 -2.504 -2.386
H -1.985 -3.935 -1.583
H -0.924 -2.868 -2.535
H -2.536 2.929 -0.925
H -1.032 3.652 -1.457
H -1.030 1.787 0.980
H -1.351 3.530 1.107
H 0.191 2.932 0.468
H -3.017 -0.844 -4.072
H -1.651 -0.405 -5.105
H -3.449 1.579 -3.601
H -3.452 1.276 -5.346
H -2.039 2.026 -4.559
O 2.788 -9.309 5.904
P 2.756 -7.761 5.908
O 1.180 -7.654 6.404
C 0.909 -7.835 7.783
C 1.419 -6.672 8.612
O 2.476 -7.616 4.270
C 2.848 -8.674 3.393
C 1.707 -9.665 3.217
O 2.721 -6.032 5.911
C 3.968 -5.435 6.243
C 5.067 -5.814 5.267
H 1.343 -8.779 8.128
H -0.177 -7.909 7.892
H 2.514 -6.659 8.630
H 1.068 -6.748 9.645
H 1.087 -5.716 8.194
H 3.758 -9.164 3.748
H 3.095 -8.231 2.422
H 1.219 -9.928 4.160
H 2.065 -10.583 2.742
H 0.928 -9.231 2.580
H 4.244 -5.729 7.260
H 3.826 -4.350 6.236
H 5.267 -6.891 5.290
H 5.997 -5.294 5.515
H 4.780 -5.561 4.241
O -4.006 4.779 -6.663
P -4.632 5.901 -7.525
O -3.646 7.095 -6.939
C -2.333 7.184 -7.465
C -2.337 7.670 -8.902
O -5.924 6.169 -6.505
C -6.351 5.138 -5.621
C -5.634 5.232 -4.283
O -5.331 7.156 -8.489
C -5.800 6.711 -9.756
C -6.878 5.649 -9.631
H -1.831 6.215 -7.383
H -1.783 7.897 -6.844
H -2.761 6.910 -9.567
H -1.320 7.883 -9.243
H -2.944 8.574 -9.010
H -6.218 4.157 -6.084
H -7.428 5.260 -5.463
H -4.559 5.407 -4.385
H -5.785 4.318 -3.701
H -6.027 6.075 -3.705
H -4.954 6.328 -10.334
H -6.199 7.582 -10.284
H -6.493 4.744 -9.150
H -7.259 5.370 -10.618
H -7.710 6.010 -9.017
*
```

Here are the Löwdin charges for atoms 1 to 8, given in e: -0.16, -0.21, -0.29, -0.12, -0.23, -0.08, -0.21, -0.20